[1]
Density functional theory data (the ωB97M-V functional and the def2-TZVPD basis) for C29H25ClIrN6O12 as an isolated structure.

```
74
Properties=species:S:1:pos:R:3:forces:R:3
Ir -0.341 0.342 0.549 0.266 0.230 -0.104
Cl -2.969 -2.782 6.594 0.004 0.029 -0.017
C -2.154 -1.893 5.352 0.012 0.022 0.042
C -1.207 -0.910 5.715 -0.024 0.007 0.039
C -0.529 -0.196 4.770 0.019 -0.038 -0.056
C -0.750 -0.426 3.388 0.098 -0.198 0.015
O -0.059 0.258 2.533 -0.006 0.476 0.344
C -1.709 -1.412 3.032 -0.041 0.128 0.009
C -1.986 -1.742 1.690 -0.059 -0.112 0.020
O -1.413 -1.348 0.649 -0.356 0.057 -0.126
C -2.411 -2.129 4.040 -0.005 0.020 -0.044
H -1.026 -0.723 6.766 -0.001 -0.015 -0.002
H 0.195 0.558 5.048 0.012 -0.019 0.010
H -2.793 -2.461 1.519 0.088 -0.135 0.015
H -3.141 -2.875 3.753 -0.001 0.006 -0.013
C -2.469 -1.325 -2.264 -0.050 -0.014 0.010
O -1.457 -2.336 -2.058 -0.050 0.019 -0.122
C -0.165 -2.058 -2.337 -0.072 -0.033 0.007
C 0.229 -1.567 -3.711 0.032 -0.087 0.056
C 1.637 -1.991 -4.200 0.061 -0.068 0.055
C 2.595 -2.330 -3.104 -0.014 0.026 -0.023
C 2.203 -2.479 -1.842 -0.015 -0.105 -0.004
C 0.785 -2.446 -1.480 0.022 0.067 0.074
N 0.339 -3.055 -0.278 0.153 -0.179 -0.194
C 0.888 -3.130 0.901 0.033 0.016 0.041
C 1.944 -2.362 1.456 0.010 -0.167 0.055
C 2.685 -2.965 2.504 0.016 -0.033 -0.022
C 3.753 -2.326 3.068 -0.014 0.007 -0.023
C 4.087 -1.037 2.616 -0.019 0.006 -0.011
C 3.338 -0.399 1.657 0.081 0.004 0.009
C 2.225 -1.026 1.070 -0.042 0.155 -0.069
O 1.498 -0.371 0.198 0.420 -0.292 -0.109
H -2.196 -0.656 -3.073 -0.019 -0.018 -0.014
H -2.600 -0.765 -1.341 -0.011 -0.009 -0.062
H -3.379 -1.863 -2.517 -0.003 -0.012 -0.013
H -1.219 -2.650 -4.451 0.000 -0.013 -0.004
H 1.653 -2.685 -5.040 -0.007 0.012 0.001
H 3.638 -2.430 -3.375 0.005 0.015 0.003
H 2.924 -2.714 -1.070 -0.007 0.037 0.015
H -0.571 -3.489 -0.382 0.107 -0.148 -0.068
H 0.449 -3.898 1.533 -0.030 0.055 0.051
H 2.419 -3.967 2.821 -0.011 0.011 0.018
H 4.333 -2.802 3.846 0.003 -0.001 0.000
H 4.939 -0.528 3.048 -0.015 0.012 0.009
H 3.568 0.607 1.335 0.003 0.008 0.018
C -3.670 4.425 1.300 -0.021 -0.012 0.029
N -3.347 3.103 0.792 -0.028 -0.007 -0.058
C -2.381 2.322 1.273 0.042 0.107 0.577
N -1.671 2.728 2.340 -0.085 0.079 -0.087
O -2.195 1.180 0.751 -0.433 0.157 -0.259
H -4.463 4.843 0.689 -0.005 -0.002 0.006
H -2.808 5.091 1.231 0.000 -0.003 -0.015
H -4.018 4.378 2.333 0.006 -0.008 0.006
H -3.865 2.718 0.020 0.031 0.016 -0.024
H -1.635 3.705 2.580 -0.068 -0.001 -0.008
H -0.849 2.179 2.561 -0.068 0.002 0.046
O 1.960 5.519 -4.273 0.017 -0.007 0.021
N 1.903 4.382 -4.691 -0.058 0.007 -0.053
O 2.290 4.013 -5.779 0.010 -0.003 0.028
C 1.302 3.367 -3.811 0.068 -0.046 0.029
C 1.209 2.047 -4.265 -0.055 0.018 -0.077
C 0.655 1.077 -3.464 0.108 -0.099 -0.047
C 0.177 1.394 -2.157 0.195 0.000 0.150
O -0.417 0.480 -1.471 -0.292 -0.311 -0.206
C 0.391 2.724 -1.744 -0.151 0.093 0.180
C 0.903 3.737 -2.564 -0.053 -0.006 -0.036
N 0.142 3.079 -0.390 -0.054 -0.109 -0.154
O 0.434 2.254 0.532 0.146 0.019 0.255
O -0.257 4.175 -0.096 0.267 0.150 -0.018
N 0.729 -0.235 -3.873 -0.022 0.233 -0.169
O 1.863 -0.626 -4.656 -0.065 -0.002 0.035
O -0.790 -1.808 -4.650 0.004 -0.020 0.031
H 1.597 1.786 -5.238 0.000 0.020 -0.011
H 1.025 4.747 -2.207 -0.009 0.006 0.011
```
Positions in Å, forces in eV/Å.

Values from the calculation:
ΔE to the lowest compared entry with this formula, charge and spin = 1.058 eV
HOMO = -0.377 hartree
2S+1 = 1
Charge = +1
Strongest force on any atom = 0.589 eV Å⁻¹

***

[2]
Density functional theory data (the ωB97M-V functional and the def2-TZVPD basis) for C29H25F3N2O4S5V as an isolated structure in a non-equilibrium geometry.

```
69
Properties=species:S:1:pos:R:3:forces:R:3
V 0.901 0.213 0.172 -2.177 1.016 -0.745
S -1.136 0.650 1.159 -0.116 -0.109 0.571
C -0.896 1.947 2.299 -0.710 -0.104 0.036
C -2.029 2.323 3.106 0.125 -0.063 -0.140
N -2.962 2.593 3.725 0.133 -0.040 -0.091
C 0.299 2.552 2.406 0.505 0.426 0.104
S 1.624 2.061 1.406 0.003 0.281 0.269
C 0.517 3.627 3.343 -0.015 -0.177 -0.136
N 0.707 4.478 4.094 -0.013 -0.064 -0.091
C -4.249 1.938 -1.887 0.064 -0.019 -0.052
C -3.829 0.762 -2.767 0.001 0.019 0.039
S -2.370 -0.150 -2.186 0.043 -0.005 0.024
C -1.122 0.241 -3.431 -0.058 0.031 0.025
C -0.595 1.667 -3.405 0.062 -0.111 0.047
S 0.295 2.093 -1.874 -0.009 -0.019 0.025
C -0.607 3.546 -1.270 -0.136 -0.155 0.114
C -2.040 3.344 -0.782 0.044 0.069 -0.153
S -3.298 3.466 -2.095 0.004 0.011 -0.011
H -4.225 1.662 -0.832 -0.050 -0.007 -0.009
H -5.277 2.214 -2.128 -0.013 -0.034 0.000
H -3.641 1.090 -3.791 -0.037 0.003 0.014
H -4.641 0.034 -2.796 -0.022 0.031 -0.019
H -1.530 0.016 -4.419 0.024 0.006 -0.005
H -0.320 -0.474 -3.239 0.007 0.016 -0.038
H -1.409 2.380 -3.513 -0.008 0.019 -0.049
H 0.106 1.813 -4.228 -0.010 -0.021 -0.018
H -0.554 4.301 -2.052 0.014 0.071 -0.003
H 0.018 3.884 -0.441 -0.008 0.018 0.007
H -2.276 4.108 -0.041 0.042 0.019 0.033
H -2.146 2.372 -0.314 -0.017 -0.035 0.034
C 5.964 0.007 -4.237 0.021 -0.077 0.081
O 6.207 -0.985 -3.240 0.075 0.116 -0.234
C 5.358 -1.057 -2.209 -0.055 0.019 0.045
C 5.666 -2.055 -1.252 0.058 0.031 -0.101
C 4.861 -2.201 -0.171 -0.115 -0.005 0.103
C 3.704 -1.396 0.018 0.074 -0.057 0.002
C 2.894 -1.554 1.177 -0.060 0.186 0.050
C 3.293 -2.450 2.306 -0.006 -0.074 0.073
O 1.815 -0.916 1.346 1.049 -1.097 0.576
C 3.423 -0.386 -0.946 -0.330 0.221 0.262
O 2.416 0.447 -0.809 1.976 -0.274 -0.798
C 4.262 -0.233 -2.056 0.064 0.011 -0.042
H 6.751 -0.110 -4.975 0.031 -0.024 0.006
H 6.008 1.009 -3.808 0.008 0.005 0.021
H 4.994 -0.148 -4.709 -0.026 -0.018 -0.007
H 6.538 -2.676 -1.406 -0.037 0.049 -0.010
H 5.108 -2.958 0.561 -0.034 0.029 -0.023
H 4.149 -2.015 2.826 0.012 -0.035 -0.018
H 3.576 -3.440 1.952 -0.009 0.015 0.027
H 2.464 -2.533 3.002 -0.005 0.005 0.001
H 4.017 0.554 -2.752 0.009 -0.015 -0.002
O 0.530 -1.552 -1.216 -0.162 0.198 0.590
C -0.072 -1.479 -0.154 -0.402 -0.428 -0.013
F -4.825 -5.560 6.120 -0.078 0.004 0.087
C -4.047 -6.278 5.304 0.103 0.134 -0.118
F -3.156 -6.933 6.064 0.073 -0.078 0.117
F -4.819 -7.211 4.723 -0.123 -0.114 -0.034
C -3.360 -5.425 4.274 0.007 -0.029 -0.015
C -2.453 -6.032 3.414 0.059 -0.041 -0.033
C -1.818 -5.281 2.445 -0.004 -0.073 -0.037
C -2.087 -3.915 2.339 0.074 0.095 -0.217
C -2.991 -3.313 3.210 -0.031 0.091 0.055
C -3.632 -4.073 4.176 -0.001 0.126 -0.018
C -1.429 -3.121 1.341 -0.413 -0.519 0.692
C -0.867 -2.431 0.538 0.558 0.546 -0.849
H -2.248 -7.092 3.505 -0.002 0.020 -0.006
H -1.114 -5.742 1.764 -0.030 0.011 0.020
H -3.180 -2.250 3.130 -0.008 -0.034 -0.003
H -4.335 -3.611 4.855 0.005 0.007 -0.016
```
Positions in Å, forces in eV/Å.

Values from the calculation:
ΔE to the lowest compared entry with this formula, charge and spin = 0.000 eV
HOMO (spin up / spin down) = -0.288 / -0.293 hartree
2S+1 = 2
Strongest force on any atom = 2.516 eV Å⁻¹

***

[3]
Density functional theory data (the ωB97M-V functional and the def2-TZVPD basis) for C29H25IrN3O4SSe as an isolated structure in a non-equilibrium geometry.

```
64
Properties=species:S:1:pos:R:3:forces:R:3
Ir 0.972 0.453 -0.118 -0.344 -0.097 -1.595
O 3.669 -0.283 -3.101 -0.019 0.144 -0.056
C 2.722 -0.260 -2.221 0.099 -0.325 -0.080
O 2.370 0.752 -1.608 0.269 0.355 -0.274
C 2.023 -1.562 -1.976 0.177 0.098 -0.174
C 2.183 -2.784 -2.608 -0.026 0.039 -0.002
C 1.343 -3.819 -2.204 -0.081 0.031 0.073
C 0.367 -3.609 -1.222 0.066 -0.099 -0.182
C 0.277 -2.354 -0.658 -0.376 0.130 0.289
N 1.112 -1.395 -1.036 0.272 -0.061 0.927
C -0.697 -1.806 0.384 0.456 -0.132 -0.033
O -1.643 -2.530 0.884 -0.135 -0.068 -0.026
O -0.582 -0.638 0.762 -0.392 0.134 0.205
H 4.070 0.599 -3.219 0.015 -0.037 -0.020
H 2.927 -2.915 -3.382 -0.018 -0.038 0.015
H 1.433 -4.793 -2.667 0.006 0.002 0.017
H -0.287 -4.422 -0.932 0.010 -0.007 -0.019
H -1.725 -3.417 0.503 0.041 -0.002 0.047
C -3.936 0.213 -2.296 0.004 -0.024 -0.002
C -4.324 1.680 -2.103 0.070 0.015 0.031
C -5.589 1.739 -1.236 -0.016 -0.002 0.028
C -4.612 2.292 -3.481 0.021 0.009 -0.032
C -3.215 2.477 -1.417 -0.117 0.001 -0.042
C -3.403 3.858 -1.186 -0.041 -0.014 -0.007
C -2.464 4.642 -0.559 0.026 0.009 0.045
C -1.278 4.035 -0.146 -0.102 0.156 -0.023
S 0.095 4.749 0.651 -0.108 0.152 0.033
C 0.861 3.239 0.665 0.074 -0.097 0.039
N 0.170 2.263 0.119 -0.466 0.324 0.223
C -1.074 2.681 -0.364 0.224 -0.146 0.054
C -2.037 1.893 -0.996 0.112 0.015 0.048
C 2.161 2.833 1.135 -0.039 0.048 0.040
C 3.123 3.621 1.751 0.040 0.006 0.020
C 4.333 3.048 2.106 -0.017 0.015 0.012
C 4.576 1.711 1.823 0.031 -0.081 0.003
C 3.614 0.915 1.200 0.039 0.162 -0.028
C 2.396 1.479 0.879 0.236 -0.343 0.335
H -4.753 -0.312 -2.791 0.014 0.000 0.007
H -3.759 -0.285 -1.337 -0.012 0.011 -0.021
H -3.048 0.110 -2.927 -0.023 0.003 0.012
H -6.398 1.189 -1.721 0.011 0.013 0.002
H -5.929 2.764 -1.085 -0.007 -0.017 -0.011
H -5.415 1.294 -0.255 0.006 0.013 -0.013
H -5.411 1.735 -3.974 0.005 0.011 0.011
H -3.728 2.255 -4.122 -0.008 0.002 0.017
H -4.930 3.331 -3.407 -0.010 -0.018 -0.002
H -4.324 4.325 -1.508 0.010 -0.016 0.007
H -2.647 5.694 -0.386 0.021 -0.006 -0.022
H -1.854 0.838 -1.142 -0.015 0.012 -0.015
H 2.930 4.668 1.949 -0.007 -0.010 0.007
H 5.089 3.643 2.600 0.004 -0.005 -0.021
H 5.529 1.271 2.088 -0.006 0.012 0.001
H 3.836 -0.120 0.979 -0.015 -0.035 0.040
Se 1.957 -1.734 2.538 0.030 -0.153 -0.028
C 2.136 -3.339 3.475 0.011 -0.057 0.131
C 3.345 -4.039 3.465 -0.061 -0.021 0.005
C 3.441 -5.191 4.229 -0.009 -0.148 0.081
N 2.443 -5.674 4.971 -0.048 0.259 -0.176
C 1.290 -5.000 4.971 0.060 -0.148 0.084
C 1.082 -3.836 4.249 0.037 -0.003 -0.050
H 4.185 -3.690 2.881 0.009 0.013 0.041
H 4.367 -5.755 4.253 -0.010 0.002 -0.004
H 0.499 -5.409 5.588 0.006 0.001 -0.010
H 0.133 -3.319 4.292 0.016 0.012 0.033
```
Positions in Å, forces in eV/Å.

Values from the calculation:
ΔE to the lowest compared entry with this formula, charge and spin = 2.117 eV
HOMO (spin up / spin down) = -0.499 / -0.499 hartree
2S+1 = 2
Charge = +2
Strongest force on any atom = 1.635 eV Å⁻¹

***

Number 1: calculated total energy -79336.5440 eV. Number 2: calculated total energy -129664.4156 eV. Number 3: calculated total energy -122144.6311 eV.